Record 1
41
Properties=species:S:1:pos:R:3 method="wB97M-V/def2-TZVPD" total_charge=-1 largest_force_ev_per_a=10.282 homo_lumo_gap_ev=6.625 homo_energy_ev=-3.3 relative_energy_ev=8.694 e_tot_ha=-1417.87729
Cl -6.362 21.852 16.399
O -7.652 22.229 16.879
O -6.439 21.506 15.038
O -5.409 22.895 16.554
O -5.969 20.738 17.238
C -3.698 19.218 18.831
C -3.741 19.072 17.268
O -3.710 20.318 16.560
H -4.292 18.407 19.252
H -4.323 20.073 19.085
H -2.667 19.258 19.185
H -4.673 18.647 16.893
H -3.062 18.315 16.877
H -4.611 20.647 16.605
C -7.207 20.693 20.819
C -6.288 21.060 19.617
O -5.095 21.740 20.022
H -7.524 21.581 21.365
H -6.595 20.027 21.428
H -8.082 20.110 20.532
H -6.833 21.818 19.055
H -6.182 20.284 18.859
H -4.765 22.208 19.252
C -5.223 19.656 14.035
O -6.535 19.189 13.532
H -5.191 19.708 15.123
H -4.404 19.026 13.689
H -5.076 20.677 13.683
H -6.603 18.417 14.099
C -7.327 23.610 14.206
O -8.165 24.377 13.492
H -6.918 22.711 13.745
H -6.383 24.153 14.257
H -7.757 23.372 15.179
H -8.060 24.307 12.541
C -8.596 19.950 14.863
O -7.741 20.507 13.959
H -8.188 19.168 15.503
H -8.974 20.790 15.445
H -9.471 19.512 14.383
H -7.231 21.020 14.591

=====

Record 2
11
Properties=species:S:1:pos:R:3 method="wB97M-V/def2-TZVPD" largest_force_ev_per_a=2.226 homo_lumo_gap_ev=7.762 homo_energy_ev=-8.3 relative_energy_ev=6.687 e_tot_ha=-248.02929
C 0.945 1.072 0.065
C -1.096 0.124 -0.280
C 0.930 -1.225 0.131
C -0.163 1.722 0.029
C -0.518 -1.217 -0.150
N 1.565 0.027 -0.184
H -1.964 0.247 0.366
H -1.425 0.225 -1.317
H 0.926 -1.465 1.214
H 1.464 -2.046 -0.357
H -0.662 2.536 0.485

=====

Record 3
32
Properties=species:S:1:pos:R:3 method="wB97M-V/def2-TZVPD" largest_force_ev_per_a=5.394 homo_lumo_gap_ev=9.733 homo_energy_ev=-9.1 e_tot_ha=-3079.66344
C 3.420 0.911 -0.584
C 2.140 1.236 0.122
C 1.360 2.439 -0.460
C 1.887 0.622 1.487
C 1.318 -0.024 0.256
Br 2.085 -1.761 -0.142
C -0.491 -0.203 0.208
O -0.925 0.916 0.970
C -0.858 -1.417 1.019
C -2.338 -1.522 1.102
C -2.808 -1.757 -0.363
C -2.449 -0.527 -1.162
C -0.933 -0.220 -1.268
H 3.705 -0.053 -0.820
H 4.274 1.429 -0.163
H 3.379 1.275 -1.571
H 1.139 2.356 -1.601
H 2.058 3.269 -0.287
H 0.361 2.721 -0.112
H 1.162 1.193 2.058
H 2.739 0.014 1.797
H -0.697 0.830 1.931
H -0.419 -1.286 2.051
H -0.429 -2.327 0.364
H -2.750 -0.667 1.467
H -2.697 -2.436 1.790
H -2.205 -2.489 -0.838
H -3.921 -1.851 -0.565
H -2.881 -0.531 -2.232
H -2.990 0.252 -0.669
H -0.551 -1.047 -1.954
H -0.685 0.654 -1.832

=====

| no. | molar mass (g mol⁻¹) |
| --- | --- |
| 1 | 287.713 |
| 2 | 79.102 |
| 3 | 247.176 |